1.
Here is 7 unconnected molecules or ions with the total composition C42H68N2O20S in a non-equilibrium geometry from OMol25. Energies are from wB97M-V/def2-TZVPD.

Geometry as XYZ:
```
133
Properties=species:S:1:pos:R:3:forces:R:3
N -0.11812 -0.87173 4.66167 -0.584 -0.364 -1.651
C 0.62439 -1.51697 3.50729 -0.093 -1.159 -1.405
C 0.26225 -3.11950 3.28713 -1.071 -4.666 -0.789
C -1.18976 -3.61851 2.64007 2.864 -2.063 0.943
C -1.55619 -5.22551 2.36368 2.514 1.362 1.393
C -3.04615 -5.53622 1.69879 0.637 1.185 0.703
C -4.16886 -4.48630 2.34029 -0.790 -0.558 -0.068
C -5.73542 -4.93670 1.96735 1.124 1.547 -0.187
C -6.73788 -3.72206 2.52741 -0.009 -1.678 -1.154
O -6.62068 -3.66874 4.01115 0.420 4.003 -0.127
C -6.21024 -2.32076 4.45032 7.173 0.072 -0.654
O -4.89065 -1.98539 4.40749 -8.946 -2.059 0.227
C -0.46343 -6.43530 2.73836 0.157 4.761 0.254
C 0.94126 -5.94118 3.41499 -2.450 2.056 -0.870
C 1.31546 -4.35424 3.69312 -3.307 -0.026 -1.523
S 2.23051 -7.23516 3.91654 -2.660 -0.538 -0.419
C 1.17754 -8.82408 4.06071 -2.409 -2.784 -0.060
C 1.74509 -10.10538 4.97042 -2.852 -0.837 -1.220
C 0.92851 -11.54335 5.13037 -1.938 4.163 -3.142
C -0.50914 -11.63082 4.29359 2.494 3.061 0.225
C -1.08619 -10.34224 3.41067 3.022 -0.562 1.909
C -0.25418 -8.89828 3.26993 1.029 -4.133 1.930
N -0.88299 -7.84091 2.40149 2.531 0.456 1.457
H -0.60216 -1.61276 5.21987 0.422 1.065 -0.813
H -0.82819 -0.23401 4.18895 0.987 -1.357 1.347
H 0.30193 -0.93687 2.51601 0.867 -1.407 1.999
H 1.79241 -1.45476 3.58682 -2.225 -0.047 0.109
H -1.95330 -2.74139 2.37689 1.718 -2.371 0.562
H -3.36049 -6.64538 1.91591 0.750 2.161 -0.584
H -2.95149 -5.27962 0.55355 -0.287 -0.902 2.177
H -4.04972 -3.40296 1.87531 0.000 -2.266 1.183
H -4.10040 -4.46349 3.52666 0.079 0.147 -2.698
H -5.96835 -5.98030 2.44436 0.169 2.113 -0.962
H -5.82681 -4.94652 0.77762 -0.013 -0.197 2.601
H -7.82832 -4.07281 2.26574 1.978 1.011 0.644
H -6.50274 -2.67709 2.03928 -0.342 -2.206 0.944
H -6.97826 -1.54776 4.87599 1.127 -1.836 -0.831
H 2.36233 -4.02682 4.15369 -2.491 -1.107 -1.052
H 2.79179 -10.00017 5.51625 -2.505 -0.053 -1.347
H 1.31267 -12.45503 5.77997 -0.788 2.306 -1.571
H -1.07651 -12.66999 4.38217 1.077 2.673 -0.424
H -2.12021 -10.54596 2.85912 2.529 0.814 1.254
H -0.80193 -8.05462 1.37133 0.102 0.327 1.633
C 3.68284 -4.19929 1.15733 0.309 -0.147 -0.103
C 3.18708 -2.95947 0.43327 -0.374 -0.666 0.129
O 4.20009 -1.94551 0.40138 0.784 0.272 -0.818
C 5.18643 -2.12731 -0.51120 0.119 -0.625 -0.087
O 5.27549 -3.05904 -1.29772 -0.167 1.420 1.063
O 6.07455 -1.11120 -0.38177 -0.896 -0.673 -0.019
C 7.21936 -1.23468 -1.22156 0.499 0.033 -0.409
H 4.05954 -3.93962 2.15214 -0.198 0.017 -0.071
H 2.87952 -4.93401 1.26165 0.047 0.152 0.023
H 4.51038 -4.67034 0.61850 -0.166 0.088 -0.050
H 2.33565 -2.53927 0.97656 0.253 0.209 -0.043
H 2.83964 -3.19352 -0.57974 0.257 0.049 0.111
H 6.93207 -1.37519 -2.26922 0.007 -0.104 0.274
H 7.84502 -2.06407 -0.87765 -0.154 0.036 -0.171
H 7.79777 -0.30957 -1.14573 -0.327 -0.103 0.190
C -0.84436 2.61366 -2.58342 -0.280 -0.215 -0.015
C -0.25524 3.10979 -1.27424 0.450 -0.117 -0.641
O -1.26601 3.20787 -0.26229 -0.438 -0.905 0.869
C -1.64201 2.03726 0.30957 0.318 -0.287 -0.654
O -1.19303 0.93119 0.04560 -0.616 1.519 0.561
O -2.62427 2.30107 1.20599 0.565 -0.276 -0.831
C -3.18093 1.13722 1.81154 -0.275 -0.373 0.321
H -1.69243 3.23718 -2.88501 0.204 0.065 0.018
H -0.09191 2.62843 -3.37690 -0.048 0.019 0.113
H -1.22152 1.59110 -2.48764 0.189 0.086 0.027
H 0.14810 4.11652 -1.41736 -0.263 -0.062 0.314
H 0.57262 2.47566 -0.93627 -0.291 0.001 0.049
H -2.40224 0.50727 2.25501 -0.120 0.070 -0.241
H -3.75947 0.57423 1.07266 0.222 -0.042 0.113
H -3.85683 1.45922 2.60879 0.202 0.195 -0.235
C 3.39834 -0.25755 -7.20984 0.141 -0.254 0.171
C 2.73913 0.93297 -6.53510 0.406 0.038 -0.569
O 2.07322 0.53454 -5.32964 0.323 0.023 0.967
C 2.87467 0.32486 -4.25612 0.634 -0.172 -0.044
O 4.09011 0.45405 -4.23006 -1.803 -0.101 -0.020
O 2.09811 -0.08168 -3.22187 0.419 0.489 -1.017
C 2.83232 -0.43277 -2.05193 0.249 -0.113 0.621
H 2.67200 -1.06150 -7.36814 0.004 0.196 -0.088
H 3.82516 0.03139 -8.17439 -0.098 0.002 0.098
H 4.19957 -0.67218 -6.59082 -0.066 0.184 -0.071
H 1.97333 1.34634 -7.19793 -0.123 -0.096 0.342
H 3.45906 1.73490 -6.33438 -0.088 -0.247 0.153
H 3.50438 0.37602 -1.74526 -0.047 -0.215 -0.169
H 3.39330 -1.35575 -2.22807 0.029 0.221 -0.046
H 2.11800 -0.61034 -1.24302 -0.080 0.098 -0.359
C -2.73572 0.15061 -6.46884 -0.304 0.096 -0.120
C -1.42626 0.80011 -6.88189 -0.134 -0.226 0.685
O -1.45651 1.18004 -8.26394 -0.300 1.013 -0.495
C -2.14822 2.31109 -8.54852 -0.398 0.076 0.527
O -2.72708 3.02250 -7.74013 0.909 -0.969 -1.215
O -2.11206 2.50238 -9.89019 0.165 -0.232 1.007
C -2.88863 3.61097 -10.33634 -0.259 0.473 -0.242
H -2.97984 -0.68247 -7.13618 0.168 0.020 0.133
H -2.67651 -0.22148 -5.44216 0.061 0.029 -0.123
H -3.56745 0.85886 -6.52934 0.187 -0.007 0.081
H -0.61272 0.07740 -6.77004 -0.037 0.181 -0.317
H -1.18288 1.66049 -6.24770 -0.149 -0.044 -0.237
H -2.61938 4.52775 -9.80072 -0.143 -0.266 0.015
H -3.95389 3.39132 -10.21557 0.163 0.141 0.112
H -2.68444 3.76275 -11.40002 0.128 -0.283 0.235
C -0.67546 3.74777 2.98551 0.101 -0.071 0.032
C -0.29408 5.18990 3.27182 -0.538 -0.273 -0.498
O 0.88202 5.25612 4.08897 1.276 0.122 -0.307
C 2.05682 5.03536 3.44879 -0.345 -0.327 -0.386
O 2.19293 4.79924 2.25699 -0.095 0.445 1.627
O 3.05464 5.09288 4.36477 -0.838 0.124 -0.604
C 4.34102 4.77930 3.83751 0.557 -0.089 -0.149
H -0.77024 3.18194 3.91815 -0.081 0.149 -0.009
H -1.62294 3.69847 2.44155 0.298 0.187 0.250
H 0.09010 3.24527 2.38679 -0.068 0.155 -0.029
H -1.09843 5.67196 3.83512 0.363 0.010 0.145
H -0.15814 5.76419 2.34803 0.148 -0.147 0.156
H 4.57422 5.39535 2.96232 -0.154 -0.231 0.096
H 4.39038 3.71545 3.58573 -0.014 0.211 -0.128
H 5.08535 4.98723 4.61138 -0.386 0.019 0.024
C -2.06642 11.13927 0.49761 0.007 -0.120 0.317
C -1.03518 10.80569 -0.56655 -0.649 0.048 -0.106
O 0.26614 10.64609 0.01345 0.457 -0.917 0.343
C 0.48755 9.46816 0.64763 -0.468 -0.253 0.181
O -0.31037 8.54809 0.75467 1.176 1.265 -0.201
O 1.73871 9.49741 1.16890 -0.972 0.166 -0.594
C 2.06534 8.35131 1.95049 0.197 -0.549 0.263
H -1.74915 12.00903 1.08226 -0.048 -0.015 -0.212
H -3.03785 11.35168 0.04238 0.132 0.002 0.008
H -2.19185 10.31236 1.20297 0.003 0.031 -0.208
H -0.96589 11.63543 -1.27606 0.331 -0.118 0.177
H -1.31733 9.91443 -1.13903 0.148 0.043 0.259
H 1.89353 7.42520 1.39133 -0.096 0.201 0.158
H 1.48484 8.35620 2.87818 -0.009 -0.119 -0.170
H 3.12739 8.40564 2.20590 -0.211 0.256 -0.183
```
Positions in Å, forces in eV/Å.

Molecular weight, g mol⁻¹: 953.07
E_tot, eV: -99402.9160
Relative energy (zero: lowest compared OMol25 entry of this formula, charge and spin), kJ/mol: 1061.0
Frontier orbital gap, eV: 7.38
Lowest unoccupied orbital energy, eV: -0.17
SMILES: NCc1cc(CCCCOC=O)c2c(c1)Sc1ccccc1N2.CCOC(=O)OC.CCOC(=O)OC.CCOC(=O)OC.CCOC(=O)OC.CCOC(=O)OC.CCOC(=O)OC

2.
Here is a molecular structure, C4H11BClF4HfLa in a non-equilibrium geometry from OMol25. Energies are from wB97M-V/def2-TZVPD.

Geometry as XYZ:
```
23
Properties=species:S:1:pos:R:3:forces:R:3
La 0.82480 0.39249 -2.89600 -0.162 0.805 1.805
Cl 1.12390 1.97638 -0.40174 0.404 -0.580 -0.628
C -1.08603 0.18434 -4.27336 -0.761 0.087 -0.621
C 2.82794 -0.65378 -3.50906 1.054 -0.432 -0.436
H -0.96378 -0.57174 -5.06447 -0.247 0.170 0.032
H -1.91389 -0.12951 -3.60437 0.142 0.076 -0.337
H -1.37993 1.15100 -4.73888 -0.017 -0.494 0.104
H 2.71561 -1.36298 -4.34315 0.269 0.043 0.125
H 3.15907 -1.21317 -2.60848 -0.004 0.116 -0.360
H 3.63103 0.07281 -3.76175 -0.241 -0.416 0.071
Hf 0.10038 0.18920 1.23323 0.519 -1.264 0.719
C -1.66880 1.22713 0.88134 -1.662 0.855 -0.202
C -0.49428 -1.75737 1.77330 0.736 -0.137 -1.235
H -2.22190 0.79062 0.04416 -0.155 0.060 -0.098
H -2.32505 1.26451 1.75209 -0.100 -0.125 -0.010
H -1.39305 2.25906 0.63496 -0.181 -0.086 -0.023
H 0.14761 -2.59364 2.11757 -0.083 0.539 0.003
H -1.50102 -2.17032 1.70935 -0.210 0.130 -0.140
F 0.40249 0.83612 2.97669 0.648 0.575 1.399
B 0.01399 0.04193 5.47440 -0.688 -1.130 -0.066
F -1.28696 0.30715 5.48027 0.319 -0.126 -0.171
F 0.43128 -1.22070 5.33858 -0.218 0.753 -0.061
F 0.85659 0.98046 5.78533 0.637 0.581 0.130
```
Positions in Å, forces in eV/Å.

Molecular weight, g mol⁻¹: 498.78
E_tot, eV: -30563.2884
Frontier orbital gap (alpha / beta), eV: 4.90 / 4.94
Lowest unoccupied orbital energy (alpha / beta), eV: -1.57 / -1.58

3.
Here is 3 unconnected molecules or ions with the total composition C20H30F8IN6O3S in a non-equilibrium geometry from OMol25. Energies are from wB97M-V/def2-TZVPD.

Geometry as XYZ:
```
69
Properties=species:S:1:pos:R:3:forces:R:3
C -4.00339 -0.46926 2.30930 0.782 0.482 0.484
N -2.89437 0.53626 2.07342 -1.048 -0.215 -1.810
C -3.48120 1.85466 1.78983 0.010 0.237 -0.086
C -2.07233 0.05854 1.07280 0.595 -0.483 0.810
O -1.65962 -1.08993 1.02993 -0.618 0.401 -0.281
C -1.60813 1.01985 -0.03190 0.443 0.193 0.592
N -0.69438 0.32803 -0.94135 -0.182 0.654 0.508
C -1.18978 -0.48934 -1.84216 -0.209 -0.528 -0.044
N -2.51971 -0.71110 -1.88827 0.396 -1.447 -0.045
C -2.85573 -1.73213 -2.93191 -0.066 0.848 0.119
C -2.39498 -1.15150 -4.26766 0.518 0.638 1.027
C -3.06771 0.21026 -4.49395 -0.123 -0.783 0.065
F -2.73360 -2.03520 -5.24020 -0.243 -0.199 -0.359
C -0.84097 -0.94662 -4.13919 -0.362 -1.066 -0.937
I 0.26518 -2.33875 -5.34059 -0.151 0.273 0.173
N -0.36657 -1.11336 -2.76034 0.280 0.933 -0.117
S 1.02674 0.54143 -0.85956 2.145 -1.063 -1.597
O 1.65104 -0.73405 -0.83107 -0.698 -0.203 0.842
O 1.47281 1.41235 -1.89244 -0.858 0.771 0.430
C 1.38428 1.27568 0.83847 -0.153 0.033 0.048
F 2.65809 0.95115 1.03960 -0.408 0.015 -0.191
F 0.62369 0.61983 1.72335 0.043 0.131 -0.062
C 1.23132 2.84201 0.95413 1.135 0.084 0.394
F 0.56897 3.37230 -0.07897 -0.473 -0.193 0.099
F 2.46974 3.35970 0.95922 -0.110 -0.038 -0.176
C 0.60623 3.26831 2.30303 -0.063 0.476 0.238
F -0.67026 2.85812 2.37663 0.232 0.120 0.139
F 1.30514 2.73497 3.30373 -0.260 0.102 -0.256
F 0.63633 4.59610 2.39772 -0.076 -0.489 -0.027
H -3.74141 -1.07074 3.16561 -0.136 -0.368 0.100
H -4.14688 -1.07377 1.42187 0.063 -0.296 -0.032
H -4.91451 0.08512 2.47474 -0.170 0.100 0.288
H -4.10346 1.83879 0.89320 -0.134 -0.040 -0.110
H -4.11806 2.17168 2.60185 -0.041 -0.110 0.339
H -2.73482 2.62786 1.66797 0.165 0.012 0.016
H -1.09938 1.85538 0.42754 0.081 0.102 -0.071
H -2.41757 1.46402 -0.59639 -0.280 -0.141 -0.244
H -2.82867 -1.08967 -0.99172 -0.323 0.796 0.332
H -3.93029 -1.83720 -2.91895 -0.227 -0.211 -0.064
H -2.36198 -2.66264 -2.67485 -0.050 -0.349 -0.204
H -2.44874 1.00029 -4.09095 0.049 0.337 -0.142
H -4.01536 0.23413 -3.96764 -0.278 0.092 -0.091
H -3.24910 0.33221 -5.55414 0.122 0.243 -0.191
H -0.59409 0.03724 -4.50975 0.332 0.178 0.138
H -0.23819 -2.08737 -2.49832 0.337 -0.088 -0.042
C 0.87271 -0.96178 4.61500 -0.080 0.075 -0.027
C -0.00817 -0.38204 5.71671 0.252 0.022 -0.175
C -0.76364 -1.45712 6.50110 0.037 0.262 0.062
C -1.74068 -2.14245 5.65590 0.034 -0.103 0.212
N -2.51670 -2.66937 4.99535 -0.073 0.074 -0.180
H 0.27833 -1.48098 3.86042 -0.004 -0.035 0.017
H 1.42209 -0.16272 4.11680 0.047 -0.031 0.002
H 1.60043 -1.66580 5.02066 -0.003 -0.008 -0.001
H -0.72191 0.32260 5.28425 -0.046 0.002 0.042
H 0.61532 0.18427 6.41030 -0.066 -0.029 0.084
H -1.28959 -1.00192 7.34144 -0.090 -0.073 -0.013
H -0.06715 -2.18419 6.92109 -0.036 -0.086 -0.074
C 6.89966 -0.96904 -3.33081 -0.047 0.019 -0.041
C 5.81368 0.09752 -3.41789 0.267 -0.108 -0.006
C 4.54540 -0.27562 -2.64283 0.125 0.287 -0.096
C 3.86913 -1.43758 -3.21488 -0.023 0.002 0.184
N 3.34037 -2.35314 -3.66078 0.009 -0.062 -0.034
H 6.57689 -1.90439 -3.78993 -0.020 -0.012 0.029
H 7.79890 -0.63852 -3.84908 0.012 -0.017 0.004
H 7.16665 -1.17249 -2.29226 0.003 -0.012 0.001
H 5.56646 0.28292 -4.46440 -0.079 0.029 0.019
H 6.19883 1.03444 -3.01185 -0.087 0.028 0.023
H 3.85046 0.56484 -2.64752 -0.099 -0.046 -0.026
H 4.78821 -0.48105 -1.59841 -0.020 -0.117 -0.005
```
Positions in Å, forces in eV/Å.

Molecular weight, g mol⁻¹: 713.45
E_tot, eV: -76976.7726
Frontier orbital gap, eV: 7.96
Lowest unoccupied orbital energy, eV: -4.05
Charge: +1